1.
DFT (ωB97M-V/def2-TZVPD) results for a structure of composition C10H10BrCuNO2.

```
! wB97M-V def2-TZVPD RIJCOSX def2/J DEFGRID3
* xyz -2 2
C -1.224 -1.061 -1.634
C -1.647 -2.161 -0.753
C -1.964 -1.445 0.522
H -1.170 -3.180 -0.776
C -2.176 -0.045 0.222
C -1.776 0.184 -1.091
H -1.823 1.146 -1.609
H -0.812 -1.153 -2.625
H -2.132 -1.905 1.491
H -2.688 0.660 0.862
Cu 0.031 -1.769 0.120
Br 1.150 -2.541 1.885
C 2.260 1.265 0.514
C 1.495 2.091 -0.365
C 1.328 1.353 -1.577
H 0.968 3.011 -0.075
C 1.919 0.080 -1.417
C 2.570 0.062 -0.154
H 3.042 -0.862 0.271
H 2.424 1.432 1.587
H 0.676 1.606 -2.419
H 1.902 -0.785 -2.135
O -0.551 1.314 4.160
N -1.016 1.040 3.010
O -0.787 1.664 1.984
*
```

Its HOMO energy (alpha / beta) is 0.02 / 0.07 eV. As for the frontier orbital gap (alpha / beta): 0.2049 / 0.1532 Ha. Its expectation value of S² is 0.765.

Results of the Löwdin charge analysis, in e, for atoms 1 through 8: number 1, C, carries -0.173; number 2, C, carries -0.245; number 3, C, carries -0.206; number 4, H, carries 0.084; number 5, C, carries -0.129; number 6, C, carries -0.127; number 7, H, carries 0.087; number 8, H, carries 0.072

=====

2.
DFT (ωB97M-V/def2-TZVPD) results for a cluster of 2 separate species, C42H39F6N6 in total.

```
! wB97M-V def2-TZVPD RIJCOSX def2/J DEFGRID3
* xyz 1 1
C 10.239 -2.662 2.182
C 9.456 -3.801 1.938
C 8.106 -3.667 1.611
C 7.512 -2.374 1.526
C 6.124 -2.168 1.166
C 5.213 -3.040 0.590
N 4.053 -2.355 0.501
C 2.739 -2.844 0.070
C 1.759 -2.723 1.211
C 0.391 -3.393 1.073
C -0.430 -2.667 2.164
C 0.354 -1.365 2.459
N 1.393 -1.334 1.426
N 4.220 -1.102 1.031
N 5.470 -0.976 1.393
C 8.308 -1.243 1.801
C 9.664 -1.381 2.097
H 11.295 -2.773 2.441
H 9.905 -4.795 2.002
H 7.487 -4.546 1.425
H 5.348 -4.057 0.289
H 2.377 -2.245 -0.789
H 2.893 -3.887 -0.230
H 2.227 -3.137 2.135
H -0.037 -3.172 0.081
H 0.444 -4.483 1.185
H -1.465 -2.472 1.845
H -0.459 -3.281 3.070
H -0.272 -0.471 2.425
H 0.817 -1.445 3.456
H 2.219 -0.779 1.678
H 7.833 -0.261 1.764
H 10.273 -0.491 2.263
F 0.945 6.819 -3.819
C 1.362 5.909 -2.899
F 1.428 4.682 -3.513
F 2.653 6.229 -2.541
C 0.503 5.823 -1.673
N 1.011 4.743 -0.809
C 1.649 5.172 0.385
C 0.871 5.666 1.447
C 1.501 6.145 2.592
C 2.900 6.173 2.660
C 3.673 5.729 1.583
C 3.050 5.222 0.444
C 0.613 3.438 -0.964
C 1.372 2.401 -0.360
C 0.920 1.106 -0.372
C -0.318 0.758 -0.987
C -0.754 -0.593 -0.960
C -2.123 -0.977 -1.172
C -2.496 -2.141 -1.900
C -3.822 -2.438 -2.146
C -4.853 -1.635 -1.608
N -6.174 -1.989 -1.739
C -6.639 -2.926 -2.772
C -6.920 -2.171 -4.039
F -7.180 -2.954 -5.117
F -7.999 -1.332 -3.850
F -5.855 -1.360 -4.351
C -7.130 -1.672 -0.740
C -7.831 -0.461 -0.824
C -8.830 -0.178 0.104
C -9.113 -1.100 1.119
C -8.435 -2.323 1.181
C -7.467 -2.631 0.232
C -4.505 -0.494 -0.835
C -3.175 -0.167 -0.645
C -1.044 1.808 -1.640
C -0.575 3.101 -1.655
H 0.619 6.764 -1.126
H -0.534 5.662 -1.979
H -0.215 5.650 1.352
H 0.897 6.492 3.431
H 3.390 6.553 3.564
H 4.762 5.761 1.626
H 3.618 4.874 -0.416
H 2.325 2.641 0.110
H 1.488 0.298 0.105
H 0.013 -1.366 -0.889
H -1.717 -2.763 -2.348
H -4.078 -3.323 -2.727
H -5.910 -3.715 -2.981
H -7.589 -3.344 -2.421
H -7.579 0.225 -1.633
H -9.370 0.765 0.035
H -9.878 -0.869 1.868
H -8.658 -3.041 1.973
H -6.943 -3.587 0.229
H -5.283 0.136 -0.414
H -2.914 0.751 -0.113
H -1.967 1.572 -2.173
H -1.145 3.874 -2.165
*
```

Its HOMO energy is -10.01 eV. As for the frontier orbital gap: 0.2024 Ha.

Results of the Löwdin charge analysis, in e, for atoms 1 through 8: number 1, C, carries -0.083; number 2, C, carries -0.086; number 3, C, carries -0.032; number 4, C, carries -0.181; number 5, C, carries -0.233; number 6, C, carries 0.006; number 7, N, carries -0.118; number 8, C, carries -0.075

=====

3.
DFT (ωB97M-V/def2-TZVPD) results for a structure of composition C40H36MnN6O3S3.

```
! wB97M-V def2-TZVPD RIJCOSX def2/J DEFGRID3
* xyz 0 6
Mn -2.399 0.082 2.107
N -2.989 2.105 2.681
C -2.499 2.265 4.066
C -2.739 0.955 4.818
O -2.953 0.934 6.022
N -2.679 -0.097 3.991
C -2.989 -1.431 4.440
C -3.405 -2.252 3.224
O -3.755 -3.405 3.309
O -3.330 -1.596 2.080
H -2.691 2.862 2.073
H -4.007 2.105 2.676
H -2.969 3.089 4.605
H -1.421 2.439 4.018
H -3.787 -1.428 5.188
H -2.123 -1.922 4.898
N -2.521 0.424 0.220
S -1.887 0.224 -1.083
N -0.437 0.850 -1.393
S 0.946 0.136 -1.130
N 1.240 -0.674 0.189
S 0.946 -0.055 1.664
N -0.411 0.065 2.166
C 1.866 1.472 1.750
C 1.111 2.633 1.835
C 1.756 3.858 1.830
C 3.143 3.914 1.765
C 3.888 2.745 1.699
C 3.252 1.514 1.684
C 1.912 -1.207 2.627
C 1.945 -2.535 2.218
C 2.533 -3.481 3.041
C 3.076 -3.103 4.262
C 3.014 -1.780 4.671
C 2.418 -0.825 3.859
C 2.076 1.369 -1.365
C 3.448 0.969 -1.347
C 4.413 1.835 -1.794
C 4.081 3.103 -2.285
C 2.732 3.471 -2.352
C 1.731 2.632 -1.924
C 1.148 -1.142 -2.338
C 1.553 -2.434 -2.022
C 1.912 -3.303 -3.043
C 1.892 -2.891 -4.365
C 1.522 -1.585 -4.671
C 1.167 -0.709 -3.667
C -2.827 1.039 -2.359
C -4.203 1.050 -2.186
C -4.999 1.648 -3.153
C -4.416 2.224 -4.272
C -3.037 2.209 -4.432
C -2.232 1.614 -3.473
C -1.859 -1.487 -1.600
C -1.881 -1.868 -2.934
C -1.840 -3.217 -3.247
C -1.786 -4.167 -2.237
C -1.780 -3.774 -0.907
C -1.817 -2.427 -0.580
H 0.032 2.555 1.878
H 1.178 4.772 1.875
H 3.645 4.871 1.760
H 4.966 2.791 1.636
H 3.827 0.603 1.601
H 1.507 -2.820 1.273
H 2.563 -4.517 2.731
H 3.539 -3.844 4.899
H 3.420 -1.488 5.630
H 2.345 0.202 4.191
H 3.721 -0.012 -0.980
H 5.451 1.525 -1.761
H 4.851 3.776 -2.631
H 2.463 4.446 -2.738
H 0.697 2.939 -1.959
H 1.559 -2.755 -0.993
H 2.208 -4.314 -2.795
H 2.174 -3.576 -5.153
H 1.525 -1.245 -5.698
H 0.926 0.320 -3.902
H -4.626 0.597 -1.301
H -6.073 1.665 -3.029
H -5.039 2.693 -5.022
H -2.585 2.669 -5.301
H -1.157 1.618 -3.571
H -1.924 -1.132 -3.724
H -1.851 -3.526 -4.284
H -1.764 -5.220 -2.489
H -1.775 -4.511 -0.116
H -1.856 -2.121 0.455
*
```

Its HOMO energy (alpha / beta) is -4.78 / -8.55 eV. The energy above the lowest of the compared OMol25 structures with the same formula, charge and spin comes out at 0.00 kcal/mol. As for the frontier orbital gap (alpha / beta): 0.1730 / 0.3188 Ha. Its expectation value of S² is 8.818.

Results of the Löwdin charge analysis, in e, for atoms 1 through 8: number 1, Mn, carries 0.822; number 2, N, carries -0.018; number 3, C, carries -0.140; number 4, C, carries -0.545; number 5, O, carries 0.038; number 6, N, carries -0.095; number 7, C, carries -0.107; number 8, C, carries -0.595

=====

no.,maximum force (Eh/bohr),DFT total energy (Ha)
1,0.0607,-4806.59221
2,0.0375,-2551.36942
3,0.0129,-4445.46570